# 1
Here is C15H12BrN3S in the gas phase from the Open Molecules 2025 dataset. Energies are from ωB97M-V with the def2-TZVPD basis set.

Geometry (Å):
Br  -1.125  2.254  -0.572
S  2.008  0.504  2.735
N  -0.778  -1.237  0.689
N  0.542  -1.092  1.120
N  -0.545  0.565  2.099
C  -3.862  2.185  -0.109
C  2.846  0.233  -2.578
C  4.178  0.100  -2.445
C  2.099  -0.270  -1.535
C  -2.652  1.490  0.288
C  -5.094  1.535  0.215
C  0.666  -0.043  1.939
C  3.891  -1.332  -0.376
C  1.663  -1.830  0.506
C  -1.327  -0.208  1.253
C  -2.620  0.269  0.899
C  -3.762  -0.377  1.113
C  -4.984  0.133  0.660
C  2.520  -1.116  -0.496
C  4.697  -0.629  -1.360
H  -0.483  1.551  1.999
H  0.990  0.042  -1.660
H  2.300  -2.226  1.297
H  4.821  0.502  -3.221
H  2.420  0.928  -3.337
H  5.743  -0.861  -1.415
H  4.416  -1.924  0.337
H  -5.957  -0.327  0.851
H  1.140  -2.665  0.005
H  -5.996  2.095  0.073
H  -3.907  3.102  -0.580
H  -3.848  -1.351  1.602

Summary:
ΔE to the lowest compared entry with this formula, charge and spin in kcal per mole: 35.1
LUMO energy in eV: 0.2
Frontier orbital gap in Ha: 0.3005
SMILES: S=c1[nH]c(-c2ccccc2Br)nn1Cc1ccccc1

***

# 2
Here is C32H96BF8FeN2O24S4 as an isolated structure from the Open Molecules 2025 dataset. Energies are from ωB97M-V with the def2-TZVPD basis set.

Geometry (Å):
Fe  -0.163  0.720  3.074
S  1.562  2.543  5.139
S  -3.517  0.820  3.501
S  -2.353  0.569  5.501
S  3.089  1.382  3.936
F  -1.054  0.142  1.326
F  0.219  -1.458  0.360
F  -0.002  2.724  5.417
F  -0.037  0.562  -0.625
F  3.094  0.163  2.929
F  -3.183  1.535  2.122
F  1.014  0.462  1.336
F  -0.893  0.116  6.090
O  -4.368  1.791  4.128
O  -0.858  4.014  -3.044
O  0.611  -3.190  -7.817
O  3.764  2.445  3.157
O  -2.060  4.461  3.531
O  -2.542  1.878  6.146
O  2.060  2.126  6.445
O  -4.076  -0.417  3.015
O  0.091  5.684  -1.157
O  1.838  3.891  4.660
O  -4.771  0.569  -3.764
O  -2.938  -5.139  -1.927
O  -1.124  -4.576  -3.916
O  3.782  0.736  5.049
O  -3.111  -0.611  5.841
O  4.918  -2.170  -2.182
O  -3.365  7.134  1.763
O  0.127  -1.260  3.480
O  0.054  -9.404  1.146
O  0.195  1.415  -3.044
O  -0.506  2.655  2.219
O  -0.805  -3.614  2.372
O  6.316  0.300  -1.774
O  1.505  -5.024  2.499
N  1.306  1.473  3.996
N  -1.806  0.654  4.015
C  0.267  6.934  -1.770
C  2.175  2.483  -2.294
C  3.642  -1.921  -2.792
C  1.459  3.614  1.257
C  2.429  -5.045  1.414
C  -3.327  5.297  0.108
C  1.534  1.657  -3.396
C  -1.324  5.530  4.030
C  -0.355  -5.732  -3.898
C  2.495  -2.247  -1.792
C  -0.816  -7.359  0.176
C  4.662  1.291  -0.346
C  0.700  -2.793  5.308
C  -2.472  5.476  -4.077
C  -0.040  3.490  1.172
C  1.478  -2.062  -5.786
C  -3.144  -3.474  2.654
C  0.475  -3.058  -6.398
C  3.343  -3.845  1.476
C  0.355  -8.058  0.898
C  -3.225  -3.932  -1.236
C  6.040  1.496  -1.040
C  -1.922  -4.339  2.715
C  0.999  -5.466  -3.234
C  -2.757  6.649  0.566
C  -1.520  5.656  5.568
C  1.203  -1.904  4.210
C  -1.947  -3.130  -0.969
C  1.208  6.824  -3.003
C  -4.454  0.093  -2.498
C  -1.899  4.065  -4.017
C  -3.156  0.724  -1.985
B  -0.004  -0.116  0.556
H  -2.634  4.977  -0.670
H  -0.237  -6.084  -4.923
H  -5.298  0.230  -1.821
H  2.457  -3.282  -1.453
H  -0.250  5.456  3.859
H  -1.589  6.455  3.518
H  0.895  -9.867  1.149
H  3.981  0.783  -1.030
H  5.237  -1.304  -1.919
H  -0.322  3.031  0.225
H  -3.746  -4.113  -0.296
H  -0.958  -6.490  -3.398
H  -1.486  3.812  -4.994
H  1.770  3.955  2.245
H  1.543  -3.309  5.768
H  -1.749  6.240  -4.363
H  -2.802  7.379  -0.243
H  -2.841  5.737  -3.086
H  -1.730  -4.749  3.707
H  -0.426  -6.381  -0.105
H  2.980  -5.986  1.390
H  0.939  -5.046  -2.230
H  -4.302  5.495  -0.337
H  -3.301  5.501  -4.785
H  0.170  1.051  -2.156
H  0.263  -2.176  6.093
H  1.795  4.306  0.485
H  -3.030  -2.581  2.040
H  2.485  -2.474  -5.742
H  1.528  -1.141  -6.368
H  2.625  -1.624  -0.907
H  -1.481  4.647  5.978
H  -1.699  -7.350  0.814
H  -1.662  -4.651  -3.124
H  3.902  -3.735  2.406
H  4.235  2.236  -0.011
H  3.572  -0.888  -3.135
H  0.833  6.116  -3.741
H  2.099  2.001  -1.319
H  -4.017  -4.022  2.301
H  1.257  -8.112  0.288
H  -2.708  3.395  -3.724
H  -3.301  4.529  0.881
H  1.632  -4.767  -3.780
H  2.205  6.516  -2.688
H  7.022  0.540  -2.379
H  -0.567  3.100  -3.088
H  3.209  2.721  -2.543
H  -4.222  -0.972  -2.467
H  0.476  7.703  -1.027
H  0.601  -7.595  1.854
H  1.259  -1.840  -4.741
H  2.033  2.730  0.980
H  -0.209  5.096  -1.854
H  -2.054  -2.297  -0.274
H  -3.382  -2.991  3.603
H  -2.495  6.093  5.785
H  -2.974  4.705  3.692
H  -2.060  -5.118  1.966
H  1.514  -2.012  -2.205
H  -2.291  0.548  -2.624
H  -1.182  -7.757  -0.771
H  -0.075  -3.495  4.999
H  2.064  0.713  -3.523
H  6.850  1.721  -0.347
H  1.722  3.470  -2.205
H  -0.072  -4.206  2.186
H  1.539  2.228  -4.324
H  -0.589  4.431  1.201
H  1.770  -2.520  3.512
H  4.011  -3.886  0.615
H  1.540  -6.411  -3.178
H  1.390  7.787  -3.479
H  1.915  -4.943  0.458
H  3.626  -2.538  -3.690
H  2.745  -2.938  1.391
H  -0.038  -3.820  -8.140
H  -0.678  7.217  -2.233
H  -3.685  -5.725  -1.787
H  1.925  -1.181  4.589
H  -2.852  0.326  -1.017
H  -2.811  7.877  2.012
H  5.971  2.307  -1.766
H  -0.786  6.282  6.074
H  -1.691  6.525  0.757
H  -3.901  -3.352  -1.864
H  -0.278  -1.960  2.964
H  -1.199  -3.795  -0.536
H  4.784  0.598  0.486
H  0.493  -4.073  -6.000
H  -1.122  3.272  2.622
H  -1.582  -2.758  -1.926
H  -4.785  -0.229  -4.297
H  -0.514  -2.710  -6.099
H  2.036  -5.280  3.257
H  -3.346  1.797  -1.935

Summary:
Multiplicity: 6
LUMO energy (spin up / spin down) in eV: -2.1 / -3.9
Frontier orbital gap (spin up / spin down) in Ha: 0.2822 / 0.2158